(1)
Density functional theory data (the ωB97M-V functional and the def2-TZVPD basis) for a structure of composition C20H18HoN2O4S3 at a distorted geometry.

Geometry as ORCA input:
```
! wB97M-V def2-TZVPD RIJCOSX def2/J DEFGRID3
* xyz -1 5
Ho -3.344 -2.434 -1.305
S -1.360 -3.187 0.294
S -3.140 -0.472 0.660
S -1.037 -1.129 -1.997
O -5.174 -1.399 -1.961
O -4.910 -3.663 -0.467
O -7.273 -2.261 -2.305
O -4.361 -3.891 -2.551
N 0.745 -1.505 0.259
N -0.824 0.820 0.485
C 2.556 -1.468 -2.255
C 5.176 -1.858 -1.414
C -1.466 -0.355 0.310
C 0.610 0.897 0.196
C 2.796 -2.101 -1.033
C 1.293 -0.290 0.816
C -5.226 -3.557 -1.686
C -0.747 4.349 1.299
C -6.099 -2.326 -2.046
C -0.354 5.193 2.336
C 3.615 -1.038 -3.044
C 1.644 -2.564 -0.159
C -1.066 3.020 1.550
C 4.111 -2.284 -0.624
C -0.985 2.543 2.857
C -1.531 2.098 0.448
C -0.643 -1.568 -0.099
C -0.589 3.378 3.892
C 4.931 -1.232 -2.628
C -0.272 4.709 3.635
H -0.104 6.228 2.125
H 5.755 -0.894 -3.245
H -2.589 1.892 0.570
H -0.800 4.726 0.282
H 4.303 -2.771 0.328
H -1.233 1.503 3.053
H 1.525 -1.307 -2.570
H 1.033 -3.282 -0.700
H 2.055 -3.097 0.708
H 1.149 -0.244 1.905
H 6.194 -2.012 -1.078
H 0.754 0.888 -0.889
H 3.413 -0.548 -3.991
H 0.995 1.829 0.605
H 2.364 -0.242 0.623
H -1.396 2.554 -0.539
H -0.530 2.990 4.905
H 0.038 5.362 4.444
*
```

Properties
highest occupied orbital energy (alpha / beta): -4.71 / -4.72 eV
E_LUMO (alpha / beta): 2.4642 / 2.4642 eV
frontier orbital gap (alpha / beta): 7.173 / 7.183 eV

---

(2)
Density functional theory data (the ωB97M-V functional and the def2-TZVPD basis) for an isolated molecule of C19H23BrN4O5S at a distorted geometry.

Geometry as ORCA input:
```
! wB97M-V def2-TZVPD RIJCOSX def2/J DEFGRID3
* xyz 0 1
Br -3.503 -1.408 -2.159
S -4.494 1.368 -0.814
O -5.302 0.319 -0.276
O -4.834 2.724 -0.495
O 1.419 2.343 1.045
O 3.167 0.746 4.549
O 1.607 -1.279 0.778
N 4.087 -0.851 3.171
N -0.307 0.977 0.611
N 2.083 -0.083 2.676
N -2.893 1.046 -0.442
C -4.076 -0.067 -4.591
C -4.864 2.301 -3.372
C 2.346 -0.974 1.681
C -0.558 1.636 -0.655
C -4.458 1.227 -2.602
C -1.996 2.156 -0.679
C 0.690 1.433 1.394
C 5.055 -3.488 1.373
C -4.877 2.197 -4.753
C 3.149 0.026 3.588
C 3.759 -3.057 2.052
C -4.484 1.012 -5.357
C 5.147 -2.527 0.192
C -2.645 0.387 0.823
C -4.066 0.048 -3.208
C 4.719 -1.182 0.782
C 3.747 -1.520 1.940
C -1.206 -0.132 0.826
C 0.919 0.772 2.757
H -5.195 3.034 -5.355
H 1.176 1.558 3.475
H -3.769 -0.992 -5.053
H -5.167 3.202 -2.861
H -0.413 0.915 -1.466
H 5.577 -0.647 1.192
H 2.903 -3.449 1.500
H 0.152 2.457 -0.758
H -4.496 0.922 -6.432
H -1.074 -0.845 0.005
H 4.442 -2.831 -0.581
H -2.130 2.937 0.082
H 6.144 -2.482 -0.242
H 5.032 -4.532 1.065
H -2.235 2.582 -1.656
H 0.058 0.214 3.130
H 4.242 -0.542 0.042
H 4.982 -0.935 3.620
H -3.359 -0.432 0.909
H 3.685 -3.377 3.090
H -2.794 1.083 1.662
H -0.995 -0.651 1.756
H 5.903 -3.344 2.045
*
```

Properties
SMILES string: O=C(CN1C(=O)NC2(CCCC2)C1=O)N1CCN(S(=O)(=O)c2ccccc2Br)CC1
highest occupied orbital energy: -9.24 eV
E_LUMO: 0.4466 eV
frontier orbital gap: 9.686 eV

---

(3)
Density functional theory data (the ωB97M-V functional and the def2-TZVPD basis) for a structure of composition C39H53HgN5P2 at a distorted geometry.

Geometry as ORCA input:
```
! wB97M-V def2-TZVPD RIJCOSX def2/J DEFGRID3
* xyz 0 1
Hg 0.405 2.173 -0.216
P -1.114 -0.579 -0.679
P 2.036 0.108 -1.043
N 2.876 -1.188 -0.278
N 3.349 1.259 -1.642
N -2.110 0.759 -1.355
N -2.507 -1.484 -0.253
N -0.553 -1.429 3.517
C 4.393 1.104 -2.559
C -1.011 -0.344 -6.009
C -1.461 0.688 4.188
C 0.706 2.999 -5.790
C 5.069 2.319 -2.698
C -2.999 2.211 -2.857
C 4.197 -2.162 1.289
C 3.406 2.599 -1.187
C 0.136 -2.744 3.642
C -0.708 -3.751 4.427
C 1.000 2.080 -4.641
C -0.632 2.711 -6.529
C -2.528 2.914 4.758
C -1.723 2.064 -5.740
C 0.316 -3.226 2.202
C 3.882 -3.142 0.289
C -2.625 0.888 -2.623
C 0.499 -0.011 -6.017
C -2.684 -1.801 1.109
C -0.604 -0.773 5.922
C -0.974 0.169 6.874
C 1.108 -0.776 -2.341
C 3.041 -2.538 -0.631
C 1.140 1.736 1.861
C -0.830 -0.577 4.507
C -2.139 2.059 -0.751
C -4.491 -2.551 -0.043
C -1.861 1.623 5.143
C -0.287 -1.413 -2.093
C 3.542 -0.991 0.942
C -1.949 0.750 -5.608
C -0.677 -0.048 8.343
C -3.880 -2.468 1.257
C -2.670 2.954 -1.704
C 1.504 -2.639 4.293
C 4.425 3.270 -1.838
C -3.645 -1.909 -0.949
C 1.133 0.764 -4.896
C -1.617 1.352 6.492
H 1.523 2.859 -6.524
H -0.189 -2.494 -1.891
H -3.563 2.972 5.119
H -1.930 -1.489 1.821
H 0.868 0.055 -3.022
H -2.239 2.127 0.339
H 0.738 0.496 -6.963
H 1.287 2.545 -3.699
H -1.680 -3.899 3.944
H 0.905 -2.486 1.648
H 1.475 -2.197 5.290
H 0.870 -4.172 2.184
H -1.205 -1.235 -5.394
H -1.664 0.910 3.135
H 2.160 -2.032 3.673
H -2.728 0.037 -3.277
H -3.480 2.571 -3.760
H 4.578 0.143 -3.017
H 0.746 4.057 -5.513
H -0.163 -1.720 6.233
H -2.548 3.009 3.675
H -0.655 -3.362 1.709
H 1.250 0.668 2.087
H 1.955 -3.634 4.365
H -0.895 -3.434 5.463
H 2.549 -2.952 -1.502
H 4.700 4.314 -1.702
H -4.279 -2.839 2.191
H -3.761 -1.714 -2.012
H 1.973 0.182 -4.480
H 3.475 -0.031 1.432
H 2.733 2.955 -0.419
H 5.938 2.532 -3.319
H -2.770 4.031 -1.580
H -5.439 -3.019 -0.270
H -1.998 3.785 5.167
H 1.041 -0.974 -6.043
H 2.123 2.233 1.991
H -2.462 2.775 -5.380
H 1.794 -1.460 -2.858
H 4.276 -4.152 0.245
H -0.889 -1.363 -3.019
H -0.038 0.763 8.734
H -1.269 -0.667 -7.033
H 0.381 2.181 2.525
H -2.973 0.386 -5.384
H 4.863 -2.292 2.134
H -1.599 -0.048 8.950
H -0.156 -1.002 8.514
H -1.005 3.669 -6.929
H -1.903 2.067 7.272
H -0.397 2.070 -7.386
H -0.210 -4.733 4.457
*
```

Properties
highest occupied orbital energy (alpha / beta): -4.72 / -4.50 eV
E_LUMO (alpha / beta): -2.0686 / -2.2066 eV
frontier orbital gap (alpha / beta): 2.651 / 2.294 eV

---

- Number 1 is which compound?
  C20H18HoN2O4S3